No. 1
Here is a structure of composition C19H24Cl2IrN2O7 from the OMol25 dataset. Energies are from the ωB97M-V functional and the def2-TZVPD basis.

Charge: +2
⟨S²⟩: 0.760
HOMO level (spin up / spin down) in eV: -14.90 / -14.86
Total energy in eV: -65271.80580
2S+1: 2

Element x y z (Å)
H -3.6359 0.2024 -5.7722
O -2.1333 -0.4022 -1.5992
C -2.8196 1.9885 -4.9077
O -0.9709 -2.0819 0.6539
Ir -1.2277 -0.1156 0.0509
H 4.4897 0.5864 -0.8304
C 4.9414 1.1874 -0.0457
C -2.2186 2.5509 -3.7959
O -1.2249 0.6150 1.9955
H 4.7852 -1.3073 0.7141
H 5.7153 0.6035 0.4493
H -2.7429 -1.5952 2.5323
H -4.3425 0.6990 0.0724
H 0.5415 -3.4865 0.8161
N 0.5489 0.2054 0.8740
H 4.2662 -0.1197 2.9180
C -2.2961 0.3821 -2.6691
C -2.9180 -0.1632 -3.7927
H -4.2155 0.4680 1.8424
O -3.2855 -0.9555 0.6240
H -2.5160 -3.2929 -0.0160
C -1.9510 1.7537 -2.6798
H -1.9453 3.5982 -3.7900
H -4.0671 -2.5084 1.7552
O -0.9530 1.8043 -0.5027
H -0.2452 -3.4033 -0.7912
N 0.7957 1.3379 2.9114
Cl -3.3738 -1.8087 -3.8029
C -4.3553 -0.0267 0.8809
C 3.4760 -0.5031 2.2701
C 3.9246 1.7251 0.9566
C -3.1154 -2.0006 1.5882
O 2.7982 2.1733 3.5121
O 2.2113 -0.1021 -0.6152
C 2.2132 1.5128 2.7171
H 4.4587 2.1340 1.8141
H -1.8102 -3.7298 1.5756
H -1.0802 3.4299 -1.6183
H 2.7099 -0.9159 2.9367
H 5.4377 2.0349 -0.5161
H 3.3774 2.5638 0.5153
C -2.1281 -2.9119 0.9302
C 0.1306 -2.8272 0.0536
C 0.0561 0.7538 1.9937
H -5.3017 -0.5663 0.8680
C -3.1630 0.6363 -4.9010
H 0.3749 1.7829 3.7207
H 4.3987 -2.4137 2.0257
C 3.9963 -1.6299 1.3849
Cl -3.1476 2.9354 -6.2855
C -1.3250 2.3674 -1.5556
H 0.8775 -2.1147 -0.2807
C 1.9050 0.2680 0.4811
C 2.8732 0.7563 1.5551
H 3.2060 -2.0741 0.7787



No. 2
Here is a structure of composition CH3PSi from the OMol25 dataset. Energies are from the ωB97M-V functional and the def2-TZVPD basis.

HOMO level in eV: -7.92
Total energy in eV: -18247.58429
2S+1: 1

Element x y z (Å)
H 0.9549 -1.7172 -0.6955
P -1.4817 -0.6026 -0.0541
C -0.9707 0.8644 -0.1039
H -0.7570 1.8770 -0.1411
Si 1.3081 -0.3263 -0.2385
H 0.9464 -0.0953 1.2331



No. 3
Here is a cluster of 8 separate species, C30H50N2O18 in total from the OMol25 dataset. Energies are from the ωB97M-V functional and the def2-TZVPD basis.

SMILES string: C[C@H]1COC(=O)O1.C[C@H]1COC(=O)O1.C[C@H]1COC(=O)O1.C[C@H]1COC(=O)O1.COC(=O)OC.COC(=O)OC.CCCC#N.CCCC#N
HOMO level in eV: -10.13
Total energy in eV: -71750.16976
2S+1: 1

Element x y z (Å)
H -1.9639 0.8488 4.1170
O -2.9140 3.9739 2.1036
H -0.2108 -1.0897 3.7975
H -3.0944 -6.2167 -2.9772
O 7.6522 1.2601 -2.2282
O 5.4728 0.3540 -1.5566
H 0.9468 -0.2599 -3.0775
C 2.9631 -1.3292 0.2710
H -2.4671 -6.8009 -1.4487
O 3.3224 3.3507 1.9650
O 1.9406 -4.0008 -0.9640
H -1.2006 4.2018 -0.4101
O 7.0302 0.4001 -0.1685
C 0.6117 0.6620 2.7885
H -0.2385 0.8982 2.1530
N -2.0706 -1.2544 6.2642
H 8.4762 1.6351 0.6508
O -5.0039 1.4971 0.4291
C -1.6853 -0.4165 5.6198
C -1.7488 3.5580 0.2457
C -1.0988 0.5724 4.7560
H 4.7184 1.0621 3.5368
C -5.9905 -1.6410 -0.0805
H 3.3200 -1.3624 1.2820
C -4.6676 -3.4807 -2.8818
H 3.8524 -4.4875 -0.4264
C -5.1524 -0.5537 -0.6587
O 2.2595 1.8778 0.3233
H 5.4458 2.4048 2.5288
H -1.6233 -4.3599 -2.4485
C -3.2615 5.7188 0.4302
O 2.7608 -2.2578 -1.9296
H 8.2284 -0.0032 1.3650
H -3.5426 -4.7720 -0.3048
H 4.3117 -0.3451 -2.9113
H -2.2565 6.2635 0.6543
H 4.5272 -2.2062 -0.9202
H -2.2371 -3.2073 -1.2164
H -6.9101 1.1823 -0.3211
H 5.7220 0.4210 -3.6285
C -2.4982 -3.9077 -2.0283
C 1.7073 3.0698 -0.4122
C 3.4719 -2.3590 -0.7429
O -0.9864 3.4098 1.4196
H -6.0504 -1.4837 1.0109
H 1.1499 1.5463 2.9892
O -5.6315 -2.8358 -3.3477
H -4.0033 6.1117 1.1673
C -5.8413 0.8799 -0.4945
C -0.2660 0.0274 -1.2448
H -5.6564 1.4275 -1.4552
O -4.0264 -0.3845 0.1679
C -1.6756 3.6497 2.4730
C 5.0960 1.3760 2.4972
H -6.9499 -1.6548 -0.5593
O 0.7942 -3.0468 -2.7593
C -3.0599 4.1973 0.7542
H 3.2628 -0.3615 -0.0968
C 1.7445 -3.1745 -1.9715
O -3.3151 -3.1128 -2.9399
H 0.1966 -0.8684 -0.7842
O 4.1152 1.2414 1.4742
H 0.6466 2.9606 -0.3414
H -1.1536 -1.0616 -2.7961
N -2.8753 1.6908 -2.5010
H 1.8758 4.0083 0.1635
H -4.3010 -6.7470 -1.7345
H -3.9873 3.6855 0.4153
H 1.1313 -0.1050 2.1510
C 4.9407 0.4675 -2.8247
H 1.8821 3.1262 -1.4995
C 8.2390 0.5899 0.4604
H 4.2919 1.2785 -3.0166
O -3.1709 1.0527 1.5880
H -1.8713 2.6167 -0.2055
C -2.3064 0.7302 -2.3237
H 5.8702 0.7339 2.1357
H -3.7324 5.9860 -0.4967
C -1.5464 -0.4679 -2.0030
H -0.6109 0.6740 -0.4910
H 0.4168 1.4445 -2.8072
H 1.8473 -1.3618 0.3913
C 0.7791 0.5260 -2.3126
O -4.8554 -4.4336 -2.0285
H -0.8445 1.5361 5.2075
C 3.1913 2.1116 1.3016
C 3.1339 -3.7608 -0.2912
C -3.3439 -6.2672 -1.9044
C -3.5788 -4.8136 -1.4220
H 1.8564 0.7113 -1.9032
C -3.9987 0.7251 0.7555
H 2.9840 -3.5803 0.7914
H 0.9063 -0.1248 4.6923
H -2.0379 -1.1452 -1.3775
C 0.0927 -0.0895 3.9989
O -1.3271 3.7370 3.6424
C 6.6911 0.7000 -1.3200
H -4.6768 -0.6609 -1.6218
H -5.4752 -2.5462 -0.2889
H 9.1154 0.2280 -0.0235